Entry 1:
{"formula": "C16H24MoN3O2", "method": "ωB97M-V/def2-TZVPD", "s2": 2.043, "total_charge": 1, "e_homo_ev": [-9.71, -9.71], "relative_energy_kcal_mol": 0.0, "total_energy_ev": -27394.5184, "spin_multiplicity": 3, "max_force_ev_per_a": 4.0, "lumo_ha": [-0.177, -0.152], "symbols": ["C", "Mo", "N", "N", "H", "H", "H", "H", "H", "H", "H", "H", "H", "H", "C", "C", "C", "C", "C", "C", "N", "C", "C", "C", "C", "C", "C", "C", "O", "O", "C", "C", "H", "H", "H", "H", "H", "H", "H", "H", "H", "H", "H", "H", "H", "H"], "xyz": [[2.980, 0.832, -2.939], [-0.543, -0.355, -2.873], [-1.904, -2.042, -2.741], [-0.099, -0.419, -4.994], [-2.774, -1.934, -3.274], [3.677, -0.011, -2.899], [2.480, 1.034, -1.929], [2.090, 0.484, -3.572], [3.466, 1.735, -3.373], [-0.973, -0.375, -5.522], [0.393, -1.288, -5.224], [0.500, 0.350, -5.306], [-1.479, -2.911, -3.067], [-2.129, -2.143, -1.742], [-3.428, -0.633, 2.799], [-2.675, 0.495, 2.160], [-3.369, 1.498, 1.486], [-2.705, 2.560, 0.854], [-1.314, 2.599, 0.894], [-0.609, 1.549, 1.506], [0.783, 1.619, 1.387], [1.696, 0.589, 1.201], [3.034, 0.737, 1.615], [3.906, -0.355, 1.531], [3.427, -1.604, 1.084], [2.140, -1.713, 0.548], [1.286, -0.625, 0.626], [-0.009, -0.668, -0.090], [-0.851, -1.582, 0.070], [-0.165, 0.354, -0.883], [-1.278, 0.547, 2.238], [-0.504, -0.453, 3.036], [-3.109, -1.610, 2.407], [-3.288, -0.649, 3.889], [-4.502, -0.526, 2.609], [-4.458, 1.398, 1.427], [-3.275, 3.336, 0.331], [-0.759, 3.407, 0.397], [1.183, 2.549, 1.479], [3.340, 1.747, 1.940], [4.935, -0.242, 1.895], [4.076, -2.483, 1.074], [1.730, -2.652, 0.171], [-0.289, -1.371, 2.457], [0.449, -0.028, 3.393], [-1.082, -0.749, 3.921]], "forces_ev_per_angstrom": [[-1.758, 0.032, 0.426], [0.124, 1.771, 2.997], [-0.083, -0.043, -0.411], [0.257, -0.409, -0.228], [0.170, 0.011, 0.321], [-0.157, 0.274, 0.206], [1.190, -0.173, -1.183], [1.182, 0.529, 0.288], [-0.561, -0.687, 0.349], [0.226, -0.028, -0.150], [-0.142, 0.162, -0.233], [-0.205, -0.129, -0.041], [-0.058, 0.023, 0.265], [0.141, 0.022, -0.025], [-0.314, -0.151, 0.197], [0.010, 0.389, -0.123], [-0.164, -0.104, -0.369], [0.086, -0.116, 0.340], [-0.496, -0.200, -0.254], [-0.716, 0.559, 0.178], [1.193, 0.374, 0.380], [0.000, -0.001, 0.213], [-0.092, 0.000, -0.441], [-0.507, 0.036, 0.274], [0.264, 0.019, -0.504], [0.285, -0.032, 0.981], [0.084, 0.352, -0.218], [-1.043, -2.062, 1.649], [1.297, 1.307, -1.112], [-0.885, -0.924, -3.777], [0.490, 0.408, -0.613], [0.163, -0.387, 0.438], [0.013, 0.232, 0.107], [-0.015, -0.042, -0.252], [0.217, -0.052, 0.053], [0.386, 0.246, 0.004], [0.263, -0.282, 0.286], [-0.245, -0.437, 0.177], [-0.142, -0.385, 0.002], [0.064, -0.776, 0.069], [-0.485, -0.139, -0.264], [-0.122, 0.391, 0.045], [0.339, 0.211, 0.010], [-0.086, 0.386, 0.350], [-0.347, -0.212, -0.187], [0.179, 0.036, -0.219]]}


Entry 2:
{"formula": "C5H9NO", "method": "ωB97M-V/def2-TZVPD", "total_charge": 0, "e_homo_ev": -9.61, "relative_energy_kcal_mol": 34.4, "total_energy_ev": -8867.7208, "max_force_ev_per_a": 0.5, "lumo_ha": 0.040, "symbols": ["C", "C", "N", "C", "C", "C", "O", "H", "H", "H", "H", "H", "H", "H", "H", "H"], "xyz": [[2.407, -1.067, 0.395], [1.428, -0.042, -0.087], [0.427, -0.378, -0.786], [-0.564, 0.640, -1.081], [-1.864, 0.213, -0.408], [-1.870, 0.428, 1.085], [-1.003, 1.001, 1.703], [2.077, -2.058, 0.073], [3.419, -0.878, 0.021], [2.451, -1.038, 1.490], [1.590, 0.999, 0.230], [-0.716, 0.683, -2.166], [-0.269, 1.643, -0.732], [-2.028, -0.857, -0.591], [-2.739, 0.735, -0.821], [-2.760, 0.021, 1.613]], "forces_ev_per_angstrom": [[0.001, -0.063, -0.022], [-0.132, -0.141, -0.097], [0.334, 0.143, 0.276], [-0.119, 0.121, -0.084], [0.023, 0.023, -0.021], [0.200, 0.149, 0.117], [-0.374, -0.227, -0.267], [0.104, 0.124, 0.042], [-0.134, 0.034, 0.037], [0.023, -0.002, -0.141], [-0.086, -0.131, -0.034], [0.021, -0.034, 0.152], [-0.013, -0.158, -0.043], [-0.052, 0.135, 0.032], [0.092, -0.024, 0.073], [0.111, 0.052, -0.018]]}


Entry 3:
{"formula": "C4H16NO2S", "method": "ωB97M-V/def2-TZVPD", "total_charge": 1, "e_homo_ev": -11.55, "relative_energy_kcal_mol": 54.0, "total_energy_ev": -20819.9010, "max_force_ev_per_a": 5.3, "lumo_ha": -0.116, "symbols": ["C", "C", "C", "S", "C", "N", "H", "H", "H", "H", "H", "H", "H", "H", "H", "H", "H", "H", "H", "H", "O", "H", "H", "O"], "xyz": [[0.683, 0.825, 0.247], [0.078, 0.103, 1.461], [-1.268, -0.545, 1.123], [-2.462, 0.846, 0.976], [-3.187, 0.820, 2.626], [1.158, -0.065, -0.917], [-0.189, 1.520, -0.175], [1.598, 1.530, 0.366], [0.056, 0.867, 2.223], [0.854, -0.736, 1.848], [-1.792, -1.246, 1.888], [-1.137, -1.183, 0.211], [-2.955, 1.874, 3.117], [-2.799, 0.013, 3.235], [-4.326, 0.574, 2.500], [0.427, 0.184, -1.696], [2.071, 0.262, -1.039], [1.092, -1.094, -0.921], [-0.548, -1.689, -3.429], [0.885, -1.940, -3.194], [-0.036, -1.701, -2.653], [3.918, 0.920, -3.111], [4.324, -0.348, -2.251], [3.554, 0.208, -2.435]], "forces_ev_per_angstrom": [[-0.889, 1.900, -0.451], [2.912, -2.364, 0.394], [-0.902, -0.543, 0.714], [-0.091, -0.615, -0.746], [-1.743, 1.660, 0.499], [-4.545, 0.691, -0.657], [1.900, -1.451, 0.730], [-1.754, -1.285, 0.638], [-0.414, -0.027, 0.458], [-1.546, 1.811, -0.811], [1.627, 1.158, -1.042], [-0.510, 0.742, 0.430], [-0.892, -2.405, -0.819], [0.357, 0.051, 0.116], [2.083, 0.948, 0.434], [2.523, -0.738, 1.092], [1.908, 0.126, -1.561], [0.055, 0.497, 0.782], [-2.020, 0.084, -1.443], [-3.119, 0.799, 2.459], [5.047, -1.017, -1.299], [-1.118, -2.193, 2.105], [-0.058, 0.143, -0.086], [1.191, 2.028, -1.936]]}


- Which formula does entry 3 have?
  C4H16NO2S